*i*
Molecular formula: C8H16Cl8
Method: DFT, ωB97M-V/def2-TZVPD

Summary:
Charge: 0
HOMO in eV: -10.41
Structure (SMILES): ClCCCl.ClCCCl.ClCCCl.ClCCCl

Bonds (Å) are listed after each position.
CARTESIAN COORDINATES (ANGSTROEM)
1 Cl -0.53 4.49 4.37  C2 1.759
2 C -0.07 3.16 3.31  Cl1 1.759, C3 1.538, H5 1.113, H6 1.082
3 C -0.23 1.78 3.97  C2 1.538, Cl4 1.765, H7 1.101, H8 1.064
4 Cl -1.93 1.33 4.09  C3 1.765
5 H 1.01 3.31 3.12  C2 1.113
6 H -0.54 3.31 2.35  C2 1.082
7 H 0.03 2.05 5.00  C3 1.101
8 H 0.30 0.98 3.50  C3 1.064
9 Cl 0.53 -1.54 2.58  C10 1.833
10 C 0.40 -0.63 0.99  Cl9 1.833, C11 1.515, H13 1.051, H14 1.137
11 C 1.68 -0.05 0.43  C10 1.515, Cl12 1.831, H15 1.052, H16 1.091
12 Cl 2.31 1.21 1.60  C11 1.831
13 H -0.36 0.07 1.18  C10 1.051
14 H 0.10 -1.42 0.23  C10 1.137
15 H 1.44 0.42 -0.48  C11 1.052
16 H 2.40 -0.88 0.44  C11 1.091
17 Cl 2.62 2.65 -3.02  C18 1.733
18 C 1.43 2.08 -4.14  Cl17 1.733, C19 1.474, H21 1.081, H22 1.063
19 C 0.06 2.01 -3.60  C18 1.474, Cl20 1.800, H23 1.088, H24 1.121
20 Cl -0.27 0.57 -2.56  C19 1.800
21 H 1.73 1.10 -4.50  C18 1.081
22 H 1.46 2.70 -5.00  C18 1.063
23 H -0.69 1.92 -4.38  C19 1.088
24 H -0.18 2.93 -3.02  C19 1.121
25 Cl -0.69 -5.60 0.64  C26 1.858
26 C -1.85 -4.36 -0.12  Cl25 1.858, C27 1.471, H29 1.065, H30 1.076
27 C -1.61 -4.02 -1.53  C26 1.471, Cl28 1.824, H31 1.078, H32 1.083
28 Cl 0.07 -3.42 -1.93  C27 1.824
29 H -1.75 -3.50 0.50  C26 1.065
30 H -2.80 -4.84 0.04  C26 1.076
31 H -2.18 -3.13 -1.73  C27 1.078
32 H -1.89 -4.69 -2.33  C27 1.083

*ii*
Molecular formula: C8H16Cl8
Method: DFT, ωB97M-V/def2-TZVPD

Summary:
Charge: 0
HOMO in eV: -10.54
Structure (SMILES): ClCCCl.ClCCCl.ClCCCl.ClCCCl

Bonds (Å) are listed after each position.
CARTESIAN COORDINATES (ANGSTROEM)
1 Cl -14.93 11.09 5.44  C2 1.862
2 C -15.47 9.31 5.59  Cl1 1.862, C3 1.487, H5 1.090, H6 1.090
3 C -16.87 9.47 6.06  C2 1.487, Cl4 1.758, H7 1.090, H8 1.090
4 Cl -17.68 7.91 6.17  C3 1.758
5 H -14.99 8.87 6.47  C2 1.090
6 H -15.50 8.78 4.64  C2 1.090
7 H -17.45 10.16 5.45  C3 1.090
8 H -16.85 9.89 7.07  C3 1.090
9 Cl -25.36 5.96 6.59  C10 1.755
10 C -26.16 5.21 5.22  Cl9 1.755, C11 1.525, H13 1.090, H14 1.090
11 C -27.68 5.28 5.31  C10 1.525, Cl12 1.746, H15 1.090, H16 1.090
12 Cl -28.44 4.68 3.85  C11 1.746
13 H -25.88 4.16 5.24  C10 1.090
14 H -25.81 5.80 4.37  C10 1.090
15 H -27.98 6.31 5.50  C11 1.090
16 H -28.06 4.72 6.17  C11 1.090
17 Cl -24.40 3.73 8.75  C18 1.769
18 C -23.51 2.29 9.27  Cl17 1.769, C19 1.513, H21 1.090, H22 1.090
19 C -22.69 2.62 10.50  C18 1.513, Cl20 1.760, H23 1.090, H24 1.090
20 Cl -23.66 2.38 11.95  C19 1.760
21 H -22.80 2.08 8.47  C18 1.090
22 H -24.11 1.41 9.50  C18 1.090
23 H -22.15 3.55 10.66  C19 1.090
24 H -21.95 1.82 10.59  C19 1.090
25 Cl -20.34 5.71 4.05  C26 1.775
26 C -21.07 6.44 5.49  Cl25 1.775, C27 1.576, H29 1.090, H30 1.090
27 C -22.01 5.39 6.21  C26 1.576, Cl28 1.829, H31 1.090, H32 1.090
28 Cl -21.11 4.04 7.07  C27 1.829
29 H -21.53 7.40 5.29  C26 1.090
30 H -20.36 6.78 6.25  C26 1.090
31 H -22.59 4.82 5.48  C27 1.090
32 H -22.70 5.94 6.84  C27 1.090

The structure with the most favorable energy is *i*; the runner-up is 5.5 kcal/mol above it.

*i*
Molecular formula: C2H2ClFO2
Method: DFT, ωB97M-V/def2-TZVPD

Summary:
Charge: 0
HOMO in eV: -11.47

Bonds (Å) are listed after each position.
CARTESIAN COORDINATES (ANGSTROEM)
1 C 0.83 -0.50 -0.12  C2 1.547, O3 1.226, Cl6 1.735
2 C -0.47 0.03 0.53  C1 1.547, O4 1.261, H7 1.077
3 O 0.78 -1.25 -1.09  C1 1.226
4 O -1.61 -0.16 0.03  C2 1.261, H8 0.988
5 F 0.13 1.60 -0.46  no bonds
6 Cl 2.27 0.19 0.55  C1 1.735
7 H -0.51 0.55 1.47  C2 1.077
8 H -1.42 -0.46 -0.89  O4 0.988

*ii*
Molecular formula: C2H2ClFO2
Method: DFT, ωB97M-V/def2-TZVPD

Summary:
Charge: 0
HOMO in eV: -11.61
Structure (SMILES): O=C(Cl)[C@H](O)F

Bonds (Å) are listed after each position.
CARTESIAN COORDINATES (ANGSTROEM)
1 C 0.88 0.47 0.15  C2 1.468, O3 1.195, Cl6 1.699
2 C -0.39 0.01 -0.42  C1 1.468, O4 1.339, F5 1.662, H7 1.056
3 O 1.00 0.91 1.25  C1 1.195
4 O -1.50 0.27 0.28  C2 1.339, H8 0.957
5 F -0.16 -1.60 -0.06  C2 1.662
6 Cl 2.23 0.21 -0.85  C1 1.699
7 H -0.68 -0.01 -1.44  C2 1.056
8 H -1.37 -0.25 1.08  O4 0.957

The structure with the most favorable energy is *ii*; the runner-up is 20.2 kcal/mol above it.

*i*
Molecular formula: C10H10N2O2
Method: DFT, ωB97M-V/def2-TZVPD

Summary:
Charge: 0
HOMO in eV: -9.22
Structure (SMILES): O=c1cc[nH]c(=O)[nH]1.c1ccccc1

Bonds (Å) are listed after each position.
CARTESIAN COORDINATES (ANGSTROEM)
1 C -2.22 -1.41 1.76  C2 1.495, C6 1.477, H11 1.167
2 C -1.41 -0.30 2.36  C1 1.495, C3 1.378, H12 1.180
3 C -1.38 0.91 1.70  C2 1.378, C4 1.412, H13 1.156
4 C -2.31 1.32 0.73  C3 1.412, C5 1.403, H14 1.135
5 C -3.26 0.38 0.31  C4 1.403, C6 1.376, H15 1.033
6 C -3.20 -0.91 0.78  C1 1.477, C5 1.376, H16 1.260
7 C 2.41 -1.41 -0.70  C8 1.500, N21 1.505, O23 1.240
8 C 2.99 -0.25 0.05  C7 1.500, C9 1.486, H18 1.129
9 C 3.19 0.97 -0.78  C8 1.486, H19 1.060, N22 1.473
10 C 1.53 0.38 -2.42  N21 1.490, N22 1.438, O24 1.185
11 H -2.10 -2.54 2.01  C1 1.167
12 H -0.46 -0.69 2.94  C2 1.180
13 H -0.76 1.75 2.20  C3 1.156
14 H -2.26 2.38 0.33  C4 1.135
15 H -4.02 0.37 -0.40  C5 1.033
16 H -3.99 -1.48 -0.02  C6 1.260
17 H 0.65 -1.48 -2.04  N21 1.014
18 H 3.47 -0.45 1.05  C8 1.129
19 H 3.52 1.89 -0.35  C9 1.060
20 H 2.39 2.33 -2.08  N22 1.233
21 N 1.52 -0.99 -1.85  C7 1.505, C10 1.490, H17 1.014
22 N 2.72 1.15 -2.16  C9 1.473, C10 1.438, H20 1.233
23 O 2.35 -2.56 -0.24  C7 1.240
24 O 0.64 0.62 -3.17  C10 1.185

*ii*
Molecular formula: C10H10N2O2
Method: DFT, ωB97M-V/def2-TZVPD

Summary:
Charge: 0
HOMO in eV: -9.02
Structure (SMILES): O=c1cc[nH]c(=O)[nH]1.c1ccccc1

Bonds (Å) are listed after each position.
CARTESIAN COORDINATES (ANGSTROEM)
1 C 1.72 1.90 -0.27  C2 1.469, N21 1.405, O23 1.220
2 C 1.46 2.73 0.92  C1 1.469, C3 1.352, H12 1.077
3 C 0.20 2.82 1.40  C2 1.352, H13 1.089, N22 1.379
4 C -0.73 1.38 -0.32  N21 1.385, N22 1.390, O24 1.212
5 C -0.29 -1.37 0.49  C6 1.349, C10 1.369, H15 1.137
6 C 0.51 -2.41 0.82  C5 1.349, C7 1.365, H16 1.156
7 C 0.24 -3.64 0.29  C6 1.365, C8 1.403, H17 1.106
8 C -0.82 -3.77 -0.62  C7 1.403, C9 1.393, H18 1.089
9 C -1.66 -2.69 -0.87  C8 1.393, C10 1.378, H19 1.113
10 C -1.42 -1.47 -0.28  C5 1.369, C9 1.378, H20 1.079
11 H 0.72 0.71 -1.60  N21 1.011
12 H 2.29 3.26 1.37  C2 1.077
13 H -0.07 3.44 2.26  C3 1.089
14 H -1.81 2.27 1.17  N22 1.021
15 H -0.19 -0.41 1.08  C5 1.137
16 H 1.27 -2.17 1.65  C6 1.156
17 H 0.91 -4.47 0.57  C7 1.106
18 H -1.07 -4.71 -1.11  C8 1.089
19 H -2.52 -2.87 -1.56  C9 1.113
20 H -1.96 -0.57 -0.52  C10 1.079
21 N 0.57 1.29 -0.79  C1 1.405, C4 1.385, H11 1.011
22 N -0.85 2.15 0.83  C3 1.379, C4 1.390, H14 1.021
23 O 2.81 1.74 -0.79  C1 1.220
24 O -1.68 0.82 -0.83  C4 1.212

The structure with the most favorable energy is *ii*; the runner-up is 83.2 kcal/mol above it.

*i*
Molecular formula: C3H15N2O2
Method: DFT, ωB97M-V/def2-TZVPD

Summary:
Charge: +1
HOMO in eV: -13.55

Bonds (Å) are listed after each position.
CARTESIAN COORDINATES (ANGSTROEM)
1 C 0.09 1.46 -1.51  C2 1.515, N5 1.487, H6 1.078, H7 1.086
2 C -0.36 2.01 -0.17  C1 1.515, C3 1.499, H8 1.096, H9 1.094
3 C -1.19 1.03 0.59  C2 1.499, N4 1.509, H10 1.098, H11 1.089
4 N -0.37 -0.14 1.07  C3 1.509, H12 1.018, H13 1.031, H14 1.012
5 N 1.43 0.84 -1.36  C1 1.487, H15 1.019, H16 1.018
6 H 0.19 2.29 -2.20  C1 1.078
7 H -0.54 0.69 -1.94  C1 1.086
8 H 0.49 2.36 0.44  C2 1.096
9 H -0.92 2.95 -0.21  C2 1.094
10 H -1.59 1.43 1.53  C3 1.098
11 H -2.13 0.67 0.17  C3 1.089
12 H 0.33 0.14 1.75  N4 1.018
13 H 0.24 -0.47 0.30  N4 1.031
14 H -0.90 -0.91 1.46  N4 1.012
15 H 2.19 1.51 -1.46  N5 1.019
16 H 1.61 0.35 -2.23  N5 1.018
17 H 0.46 -2.83 2.78  O19 0.964
18 H 0.86 -1.59 3.50  O19 0.968
19 O 0.30 -1.88 2.78  H17 0.964, H18 0.968
20 H 0.59 -3.16 -2.10  O22 0.966
21 H -0.79 -3.44 -1.85  O22 0.971
22 O 0.02 -3.30 -1.33  H20 0.966, H21 0.971

*ii*
Molecular formula: C3H15N2O2
Method: DFT, ωB97M-V/def2-TZVPD

Summary:
Charge: +1
HOMO in eV: -13.17

Bonds (Å) are listed after each position.
CARTESIAN COORDINATES (ANGSTROEM)
1 C -1.30 -0.61 0.63  N2 1.416, C3 1.582, H6 1.085, H7 1.099
2 N -0.53 -1.79 0.48  C1 1.416, H8 1.014, H9 1.044
3 C -1.61 -0.02 -0.80  C1 1.582, N4 1.417, H10 1.097, H11 1.105
4 N -0.48 0.57 -1.42  C3 1.417, C5 1.434, H12 1.032
5 C -0.23 1.93 -1.05  N4 1.434, H14 1.096, H15 1.082, H16 1.093
6 H -2.25 -0.77 1.13  C1 1.085
7 H -0.80 0.13 1.27  C1 1.099
8 H -0.69 -2.56 1.12  N2 1.014
9 H 0.04 -1.61 -0.38  N2 1.044
10 H -2.08 -0.87 -1.30  C3 1.097
11 H -2.45 0.71 -0.79  C3 1.105
12 H 0.45 0.11 -1.41  N4 1.032
13 H 1.17 -1.68 1.35  no bonds
14 H -0.57 2.18 -0.04  C5 1.096
15 H 0.81 2.23 -1.14  C5 1.082
16 H -0.76 2.61 -1.72  C5 1.093
17 H 1.85 0.31 0.82  O22 1.014
18 H 2.81 -0.76 -0.81  O19 0.966
19 O 1.95 -0.38 -0.60  H18 0.966
20 H 1.19 -1.12 0.61  no bonds
21 H 2.01 0.63 2.41  O22 0.964
22 O 1.47 0.79 1.63  H17 1.014, H21 0.964

*iii*
Molecular formula: C3H15N2O2
Method: DFT, ωB97M-V/def2-TZVPD

Summary:
Charge: +1
HOMO in eV: -12.91

Bonds (Å) are listed after each position.
CARTESIAN COORDINATES (ANGSTROEM)
1 C -1.00 -0.45 -1.95  C2 1.525, N5 1.464, H6 1.270, H7 1.219
2 C -0.67 0.92 -1.37  C1 1.525, C3 1.474, H8 1.155, H9 1.195
3 C -0.84 1.32 0.04  C2 1.474, N4 1.523, H10 1.120, H11 1.125
4 N -0.43 0.16 0.95  C3 1.523, H12 0.983, H13 1.037, H14 0.986
5 N 0.05 -1.35 -1.46  C1 1.464, H15 1.079, H16 1.027
6 H -0.81 -0.37 -3.20  C1 1.270
7 H -2.15 -0.82 -1.80  C1 1.219
8 H 0.39 0.98 -1.83  C2 1.155
9 H -1.15 1.79 -2.04  C2 1.195
10 H -0.14 2.18 0.22  C3 1.120
11 H -1.86 1.75 0.22  C3 1.125
12 H -0.16 0.55 1.81  N4 0.983
13 H 0.27 -0.39 0.42  N4 1.037
14 H -1.10 -0.54 1.11  N4 0.986
15 H 0.96 -1.24 -2.03  N5 1.079
16 H -0.04 -2.35 -1.26  N5 1.027
17 H 1.37 2.10 3.02  O19 0.978
18 H 2.20 0.91 2.39  O19 0.929
19 O 1.44 1.44 2.31  H17 0.978, H18 0.929
20 H 1.84 -2.24 0.97  O22 0.918
21 H 0.77 -2.42 2.13  O22 0.936
22 O 1.06 -1.95 1.37  H20 0.918, H21 0.936

The structure with the most favorable energy is *i*; the runner-up is 29.0 kcal/mol above it.

*i*
Molecular formula: C5H10ClNS
Method: DFT, ωB97M-V/def2-TZVPD

Summary:
Charge: 0
HOMO in eV: -9.08
Structure (SMILES): CN[C@@H]1C[C@@H](Cl)[C@H]1S

Bonds (Å) are listed after each position.
CARTESIAN COORDINATES (ANGSTROEM)
1 C -2.26 0.50 -0.56  H6 1.069, H7 1.104, H8 1.110, N16 1.543
2 C -0.04 -0.45 -0.35  C3 1.549, C5 1.550, H10 1.091, N16 1.468
3 C 0.98 -1.48 0.19  C2 1.549, C4 1.504, H11 1.105, H12 1.067
4 C 1.90 -0.36 0.59  C3 1.504, C5 1.502, H13 1.096, Cl18 1.787
5 C 0.75 0.60 0.48  C2 1.550, C4 1.502, H14 1.102, S17 1.837
6 H -3.30 0.37 -0.35  C1 1.069
7 H -1.95 1.44 -0.08  C1 1.104
8 H -2.15 0.61 -1.66  C1 1.110
9 H -1.74 -1.52 -0.44  N16 1.002
10 H 0.13 -0.14 -1.39  C2 1.091
11 H 1.34 -2.23 -0.54  C3 1.105
12 H 0.61 -1.98 1.06  C3 1.067
13 H 2.43 -0.45 1.54  C4 1.096
14 H 0.28 0.63 1.48  C5 1.102
15 H 0.17 2.94 0.69  S17 1.383
16 N -1.44 -0.68 0.01  C1 1.543, C2 1.468, H9 1.002
17 S 1.13 2.31 -0.07  C5 1.837, H15 1.383
18 Cl 3.19 -0.10 -0.62  C4 1.787

*ii*
Molecular formula: C5H10ClNS
Method: DFT, ωB97M-V/def2-TZVPD

Summary:
Charge: 0
HOMO in eV: -7.76

Bonds (Å) are listed after each position.
CARTESIAN COORDINATES (ANGSTROEM)
1 C 0.56 -1.02 -0.93  C4 1.493, N6 1.189
2 C -0.85 -1.65 1.08  C4 1.591, H10 1.074, H11 1.102, H12 1.029
3 C -1.86 -1.53 -1.37  C4 1.522, H13 1.109, H14 1.060, H15 1.194
4 C -0.64 -1.79 -0.50  C1 1.493, C2 1.591, C3 1.522, H16 1.135
5 C 2.62 -0.23 0.00  N6 1.241, Cl8 1.769, H17 1.051
6 N 1.53 -0.73 -0.32  C1 1.189, C5 1.241
7 S 2.03 4.83 0.67  H9 1.316, H18 1.306
8 Cl 4.18 -1.04 -0.20  C5 1.769
9 H 1.60 3.76 0.04  S7 1.316
10 H 0.10 -1.86 1.53  C2 1.074
11 H -1.64 -2.31 1.46  C2 1.102
12 H -1.05 -0.68 1.35  C2 1.029
13 H -1.52 -1.60 -2.43  C3 1.109
14 H -2.39 -0.62 -1.29  C3 1.060
15 H -2.75 -2.32 -1.28  C3 1.194
16 H -0.32 -2.81 -0.88  C4 1.135
17 H 2.73 0.71 0.47  C5 1.051
18 H 0.96 5.50 0.98  S7 1.306

The structure with the most favorable energy is *i*; the runner-up is 54.8 kcal/mol above it.

*i*
Molecular formula: C2H3F3N2
Method: DFT, ωB97M-V/def2-TZVPD

Summary:
Charge: 0
HOMO in eV: -10.50
Structure (SMILES): N/C=N\C(F)(F)F

Bonds (Å) are listed after each position.
CARTESIAN COORDINATES (ANGSTROEM)
1 C 0.79 0.65 0.13  N3 1.431, N4 1.313, H9 1.053
2 C -1.46 0.05 0.24  N4 1.400, F5 1.312, F6 1.320, F7 1.444
3 N 1.54 -0.43 -0.45  C1 1.431, H8 1.046, H10 1.057
4 N -0.43 0.97 0.48  C1 1.313, C2 1.400
5 F -2.51 0.26 0.99  C2 1.312
6 F -1.89 -0.12 -1.00  C2 1.320
7 F -1.03 -1.32 0.44  C2 1.444
8 H 2.55 -0.16 -0.49  N3 1.046
9 H 1.51 1.33 0.49  C1 1.053
10 H 0.95 -1.22 -0.83  N3 1.057

*ii*
Molecular formula: C2H3F3N2
Method: DFT, ωB97M-V/def2-TZVPD

Summary:
Charge: 0
HOMO in eV: -11.09
Structure (SMILES): FC(F)(F)N1CN1

Bonds (Å) are listed after each position.
CARTESIAN COORDINATES (ANGSTROEM)
1 C 1.16 0.38 0.05  N3 1.388, N4 1.445, H8 1.137, H9 1.048
2 C -1.28 0.03 -0.04  N4 1.385, F5 1.338, F6 1.399, F7 1.298
3 N 0.98 -0.99 0.11  C1 1.388, N4 1.614, H10 1.015
4 N -0.04 0.00 -0.66  C1 1.445, C2 1.385, N3 1.614
5 F -1.31 0.42 1.23  C2 1.338
6 F -2.08 0.93 -0.74  C2 1.399
7 F -1.89 -1.11 -0.16  C2 1.298
8 H 0.80 0.83 1.03  C1 1.137
9 H 2.00 0.92 -0.29  C1 1.048
10 H 1.66 -1.42 -0.52  N3 1.015

The structure with the most favorable energy is *i*; the runner-up is 46.2 kcal/mol above it.